Record 1
The following is a quantum chemistry calculation of a 2-piece molecular cluster, C2H6N5O3 overall, from OMol25.

```
16
Properties=species:S:1:pos:R:3:forces:R:3:nbo_charge:R:1
C 1.883818 -1.658941 -0.413172 1.19 1.74 -0.42 0.492
C -1.441212 1.631464 -0.145732 -1.61 -2.92 2.62 0.259
N -1.211884 0.255018 -0.384796 0.03 0.94 -0.34 -0.519
N -0.570012 2.477641 -0.377763 -2.13 3.59 1.05 -0.692
N 1.248248 -0.470329 -0.468940 -1.25 0.24 0.54 -0.517
N 1.479480 0.442938 0.608065 -3.86 -0.15 0.38 -0.666
N -2.119169 -0.597575 0.041059 -0.95 0.99 -0.29 0.620
O -3.230131 -0.184969 0.411002 -0.34 -0.25 0.34 -0.528
O 2.889601 -1.796953 0.277556 0.01 -1.00 0.41 -0.691
O -1.847609 -1.786677 0.000050 0.37 -0.87 0.06 -0.485
H 1.633785 -2.349993 -1.219648 -0.48 -0.33 0.06 0.111
H -2.300193 1.772258 0.599806 0.77 0.45 -1.70 0.171
H 0.234584 2.123732 -0.729913 2.98 -1.52 -1.72 0.344
H 2.331067 0.304037 0.992060 3.88 -0.69 0.90 0.352
H 0.147405 -0.252479 -0.600975 0.86 -0.97 -0.61 0.423
H 0.872218 0.090821 1.411346 0.54 0.75 -1.28 0.327
```
Forces are in eV/Å.

HOMO energy (eV): -5.4
ΔE to the lowest compared entry with this formula, charge and spin (kJ/mol): 0.00
Charge: -1
Orbital gap (eV): 9.306

Record 2
The following is a quantum chemistry calculation of an isolated molecule of C23H37FN4OS, from OMol25.

```
67
Properties=species:S:1:pos:R:3:forces:R:3:nbo_charge:R:1
C 2.904756 0.826040 3.221920 -0.69 0.56 0.56 -0.651
C 3.213284 2.303467 2.567234 0.39 0.17 0.79 -0.416
C 4.305228 2.300239 1.344183 0.01 -0.10 -0.01 -0.422
C 3.887351 1.383164 0.047519 -0.70 0.25 -0.49 -0.419
C 3.554946 2.347797 -1.277904 0.38 -0.31 1.08 -0.422
C 2.195003 3.179028 -0.895268 0.23 1.33 -0.27 -0.432
C 1.002794 3.120418 -2.020027 1.05 0.40 -0.11 -0.415
C 0.691960 1.612689 -2.612443 -0.73 0.28 -1.61 -0.439
C -0.917272 1.177749 -2.466409 0.21 1.47 0.80 -0.432
C -1.179986 0.093251 -1.241776 -0.64 1.54 0.50 -0.069
C -0.522583 0.859632 0.092807 4.00 1.34 8.06 0.294
N 0.010148 1.255111 1.231122 -5.06 -3.54 -10.79 -0.374
C -2.799670 -0.032780 -0.837160 -0.15 0.27 0.32 -0.424
C -3.544354 1.392064 -0.564599 -1.58 -0.51 -0.64 -0.431
C -5.013156 1.122611 0.190087 0.20 1.53 0.99 -0.411
C -5.109769 2.194974 1.468320 0.10 0.31 0.33 -0.638
C -0.501582 -1.402744 -1.525175 -0.26 -0.99 -1.27 -0.093
C -0.214162 -1.582308 -3.170927 2.39 2.06 -8.56 0.257
N 0.088741 -1.495776 -4.446888 -2.90 -1.07 11.94 -0.327
C -1.597477 -2.645534 -1.267844 -0.58 -0.79 -0.86 -0.470
C -0.976123 -4.129414 -1.727385 -0.98 -0.05 -0.71 0.031
F -1.661513 -5.228073 -0.948013 1.86 2.59 -1.47 -0.390
C 0.946933 -1.650967 -0.818365 1.08 -1.17 -0.46 -0.448
C 0.965642 -2.546675 0.546180 1.93 -1.55 -0.21 -0.562
S -0.174485 -2.046721 1.921001 -0.95 -1.78 0.65 0.245
C -0.809076 -3.682373 2.650636 -1.38 -1.80 -0.11 0.285
N -2.188392 -4.311116 2.594257 8.26 0.05 2.23 -0.220
N -1.961745 -5.519774 3.288420 5.04 0.25 1.32 -0.263
C -0.532201 -5.672295 3.758443 -3.57 3.17 -2.67 0.224
O 0.224096 -4.477545 3.354045 -5.53 -1.33 -0.93 -0.450
H 1.728676 0.740724 3.344068 2.50 -0.07 -0.35 0.231
H 3.341239 0.813172 4.322276 -0.71 -0.30 -2.41 0.215
H 3.295840 -0.076022 2.579011 -0.69 1.81 1.32 0.207
H 3.681677 2.973720 3.435793 -1.01 -1.36 -1.92 0.207
H 2.178755 2.787837 2.312328 2.11 -0.86 0.10 0.217
H 4.472075 3.421038 0.977437 -0.18 -2.43 0.87 0.214
H 5.308526 1.850705 1.775417 -1.94 1.16 -0.81 0.213
H 4.705210 0.598957 -0.244159 -1.46 1.47 0.73 0.211
H 2.888959 0.812142 0.355855 2.06 1.05 -0.82 0.197
H 3.467006 1.724726 -2.269321 -0.02 1.10 2.00 0.211
H 4.494335 3.066267 -1.433374 -2.14 -1.44 0.37 0.211
H 1.785735 2.896933 0.171000 0.85 0.28 -2.29 0.229
H 2.515740 4.326423 -0.816431 -0.83 -2.38 -0.11 0.211
H 0.072748 3.668200 -1.568361 1.54 -1.29 -0.87 0.216
H 1.371824 3.802362 -2.927650 -0.86 -1.55 1.91 0.212
H 0.864593 1.693099 -3.791157 -0.26 -0.36 2.60 0.234
H 1.426755 0.782504 -2.241464 -1.47 1.68 -0.49 0.218
H -1.435490 2.209485 -2.156226 0.87 -2.46 -0.50 0.235
H -1.410897 0.888631 -3.485263 1.08 0.04 2.05 0.249
H -3.398149 -0.551802 -1.730656 1.47 0.99 2.09 0.234
H -2.896804 -0.655338 0.177389 0.32 1.15 -2.41 0.237
H -3.838139 1.834756 -1.627519 1.02 -0.54 2.35 0.215
H -2.981922 2.147829 0.124822 -0.66 -1.50 -1.61 0.232
H -5.099026 0.048528 0.646223 0.11 1.95 -1.18 0.213
H -5.922706 1.418075 -0.514754 2.01 -1.12 1.41 0.217
H -4.067115 2.347664 2.006466 -2.03 -0.53 -1.18 0.209
H -5.435419 3.281057 1.107967 0.59 -2.42 0.68 0.212
H -5.853872 1.829108 2.309398 1.37 0.76 -1.88 0.220
H -2.041230 -2.646869 -0.187806 1.28 -0.19 -1.96 0.274
H -2.535352 -2.529722 -1.999960 2.22 0.10 1.67 0.242
H -1.264090 -4.351698 -2.862668 0.57 0.55 2.60 0.200
H 0.187930 -4.183659 -1.668864 -2.27 -0.24 0.39 0.181
H 1.581037 -2.301694 -1.599024 -1.35 1.39 1.76 0.252
H 1.613650 -0.695953 -0.654338 -1.82 -1.65 -0.31 0.264
H 0.808515 -3.717041 0.368955 0.15 2.72 0.14 0.253
H 2.077764 -2.469578 0.975905 -2.43 -0.08 -0.99 0.247
H 0.024286 -6.528705 4.332695 -1.46 1.98 -1.35 0.247
```
Forces are in eV/Å.

HOMO energy (eV): -9.3
SMILES: CCCCCCCCC[C@@](C#N)(CCCC)[C@](C#N)(CCF)CCSc1nnco1
Orbital gap (eV): 9.029